Formula: C4H7IN
Source: the OMol25 dataset
Level of theory: ωB97M-V with the def2-TZVPD basis set

The geometry in ORCA input format:
```
! RIJCOSX wB97M-V def2-TZVPD def2/J DEFGRID3
* xyz 1 3
C 1.284 -2.148 -0.034
C 1.881 -1.003 -0.204
C 0.410 -0.919 -0.462
C -0.292 -0.137 0.627
N -0.040 1.253 0.098
I 3.563 0.142 -0.021
H 1.387 -3.152 0.270
H 0.107 -0.724 -1.502
H 0.138 -0.370 1.673
H -1.356 -0.047 0.748
H 1.008 1.483 0.104
H -0.528 1.948 0.804
H -0.357 1.369 -0.771
*
```

## Properties
HOMO-LUMO gap (spin up / spin down) in eV: 5.8 / 7.3
Energy relative to the best compared isomer or geometry (same formula, charge and spin) in kcal/mol: 65.3
<S²>: 2.010
HOMO (spin up / spin down) in eV: -9.487 / -13.856

Atom charges from the Löwdin analysis, given in e for atoms 1 to 2: -0.0143 -0.8169


Formula: C8H27FN2NbO3P2S
Source: the OMol25 dataset
Level of theory: ωB97M-V with the def2-TZVPD basis set

The geometry in ORCA input format:
```
! RIJCOSX wB97M-V def2-TZVPD def2/J DEFGRID3
* xyz -1 1
C -0.463 3.361 0.771
C -0.058 1.916 1.251
N -1.114 0.911 1.044
Nb -1.113 -0.128 -0.797
F -1.247 -1.215 -2.553
C -2.867 1.204 -1.468
C -4.049 0.388 -2.101
P -2.823 -1.757 0.219
N -3.995 -0.937 1.005
P 0.534 1.396 -1.967
C 0.403 0.943 -3.791
C 2.342 1.144 -1.585
S 0.754 -1.735 -0.023
C 1.693 -1.136 1.435
O 0.146 -3.047 0.436
O 1.676 -2.070 -1.176
H -1.427 3.347 0.252
H -0.400 4.098 1.578
H 0.281 3.649 0.011
H 0.049 2.027 2.354
H 0.936 1.619 0.901
H -1.978 1.410 1.206
H -3.277 1.738 -0.595
H -2.544 1.968 -2.194
H -4.893 0.277 -1.410
H -4.443 0.920 -2.984
H -3.752 -0.623 -2.407
H -3.477 -2.575 -0.767
H -2.282 -2.675 1.165
H -3.831 0.062 0.951
H 0.879 1.723 -4.406
H -0.651 0.894 -4.089
H 0.904 -0.015 -3.987
H 2.590 0.291 -0.950
H 2.965 1.085 -2.490
H 2.706 2.049 -1.057
H 2.593 -0.586 1.148
H 0.993 -0.563 2.054
H 1.954 -2.027 2.019
C 4.384 -3.256 3.794
O 3.820 -1.949 3.805
H 3.601 -3.963 3.530
H 5.185 -3.318 3.052
H 4.777 -3.510 4.783
H 4.518 -1.336 4.037
*
```

## Properties
HOMO-LUMO gap in eV: 5.9
HOMO in eV: -4.557

Atom charges from the Löwdin analysis, given in e for atoms 1 to 2: -0.1177 -0.4089


Formula: C24H42O21
Source: the OMol25 dataset
Level of theory: ωB97M-V with the def2-TZVPD basis set

The geometry in ORCA input format:
```
! RIJCOSX wB97M-V def2-TZVPD def2/J DEFGRID3
* xyz 0 1
C 4.660 -0.603 -1.170
C 5.779 -0.217 -0.194
O 6.595 -1.374 -0.081
C 5.849 -2.364 -0.533
O 6.264 -3.547 -0.588
O 4.648 -2.005 -0.943
H 4.794 -0.272 -2.199
H 3.788 -0.106 -0.745
H 5.338 0.010 0.777
H 6.436 0.607 -0.476
C -4.185 -1.487 1.420
C -4.629 -1.417 2.819
O -5.955 -1.756 2.702
C -6.346 -1.950 1.537
O -7.582 -2.291 1.304
O -5.398 -1.817 0.659
H -3.464 -2.277 1.211
H -3.741 -0.538 1.120
H -4.342 -0.421 3.156
H -4.007 -2.150 3.333
C 0.533 1.696 0.970
C -0.867 1.118 0.807
O -0.688 -0.083 0.040
C 0.399 -0.016 -0.698
O 0.731 -0.871 -1.489
O 1.100 1.036 -0.160
H 1.005 1.374 1.898
H 0.358 2.772 0.982
H -1.517 1.875 0.367
H -1.473 0.788 1.652
C -2.911 6.009 1.134
C -3.480 4.828 0.283
O -3.408 3.800 1.294
C -2.936 4.193 2.422
O -2.880 3.464 3.423
O -2.442 5.428 2.326
H -3.631 6.783 1.401
H -2.034 6.502 0.715
H -2.677 4.700 -0.444
H -4.388 5.313 -0.074
C 1.197 2.495 -3.593
C 1.374 1.354 -4.610
O 2.692 1.573 -4.981
C 3.339 2.155 -3.974
O 4.606 2.311 -3.859
O 2.500 2.861 -3.237
H 0.492 2.147 -2.838
H 0.839 3.377 -4.124
H 0.848 1.449 -5.560
H 1.401 0.379 -4.123
C -1.918 -4.445 -3.051
C -1.360 -3.026 -2.776
O -2.520 -2.235 -2.844
C -3.626 -2.912 -2.952
O -4.702 -2.439 -3.018
O -3.280 -4.223 -2.986
H -1.647 -5.164 -2.278
H -1.500 -4.797 -3.994
H -0.752 -2.571 -3.558
H -0.876 -3.064 -1.799
C 2.721 -1.887 -6.583
C 1.922 -2.262 -5.362
O 2.802 -1.890 -4.305
H 3.620 -2.489 -6.710
H 3.054 -0.852 -6.496
H 2.111 -1.898 -7.487
H 1.673 -3.316 -5.491
H 1.119 -1.541 -5.208
H 2.358 -1.898 -3.454
C 1.240 1.455 5.210
C 2.662 1.089 5.361
O 3.411 2.255 5.719
H 0.858 1.052 4.272
H 1.087 2.521 5.047
H 0.564 1.107 5.991
H 3.101 0.636 4.472
H 2.766 0.199 5.983
H 3.829 2.133 6.575
C -1.770 -1.528 5.598
C -0.811 -1.775 4.448
O -1.373 -1.165 3.306
H -1.529 -2.187 6.432
H -2.791 -1.787 5.318
H -1.642 -0.499 5.934
H -0.609 -2.843 4.363
H 0.085 -1.233 4.748
H -0.861 -1.357 2.516
*
```

## Properties
HOMO-LUMO gap in eV: 9.4
Energy relative to the best compared isomer or geometry (same formula, charge and spin) in kcal/mol: 150.3
SMILES string: O=C1OCCO1.O=C1OCCO1.O=C1OCCO1.O=C1OCCO1.O=C1OCCO1.O=C1OCCO1.CCO.CCO.CCO
HOMO in eV: -9.890

Atom charges from the Löwdin analysis, given in e for atoms 1 to 2: -0.1000 -0.1086


Formula: C19H27BF4N4NaO
Source: the OMol25 dataset
Level of theory: ωB97M-V with the def2-TZVPD basis set

The geometry in ORCA input format:
```
! RIJCOSX wB97M-V def2-TZVPD def2/J DEFGRID3
* xyz -1 1
Na -0.270 0.274 -0.395
C 2.568 2.053 -0.815
N 2.092 1.053 0.117
C 2.773 -0.224 -0.085
C 2.079 1.433 1.501
C 2.888 2.440 1.997
C 2.869 2.790 3.346
C 2.025 2.100 4.199
C 1.205 1.088 3.722
C 1.184 0.726 2.361
N 0.313 -0.149 1.784
C -0.229 -1.211 2.429
C 0.348 -1.903 3.513
C -0.204 -3.069 4.021
C -1.365 -3.596 3.483
C -1.974 -2.924 2.422
C -1.440 -1.760 1.898
N -2.053 -1.070 0.800
C -2.986 -1.843 0.005
C -2.676 0.189 1.218
H 3.653 2.235 -0.746
H 2.350 1.713 -1.829
H 2.043 2.994 -0.651
H 3.854 -0.133 0.102
H 2.352 -0.963 0.595
H 2.613 -0.566 -1.109
H 3.551 2.970 1.324
H 3.504 3.587 3.713
H 1.987 2.361 5.251
H 0.521 0.589 4.396
H 1.279 -1.529 3.922
H 0.291 -3.577 4.841
H -1.798 -4.509 3.873
H -2.887 -3.327 2.003
H -3.918 -2.084 0.543
H -3.250 -1.259 -0.878
H -2.521 -2.777 -0.312
H -3.560 0.002 1.847
H -1.958 0.780 1.784
H -2.988 0.752 0.336
C -1.225 -0.406 -5.444
N -0.153 -0.471 -4.475
C 0.966 0.430 -4.666
C -0.353 -1.041 -3.276
O 0.408 -0.949 -2.322
H -1.652 0.598 -5.465
H -2.009 -1.109 -5.165
H -0.855 -0.670 -6.438
H 0.652 1.463 -4.509
H 1.352 0.314 -5.680
H 1.744 0.179 -3.950
H -1.275 -1.635 -3.227
F -0.994 2.184 -1.400
B -1.990 1.949 -2.392
F -1.431 2.179 -3.659
F -3.094 2.755 -2.179
F -2.355 0.577 -2.283
*
```

## Properties
HOMO-LUMO gap in eV: 5.5
Energy relative to the best compared isomer or geometry (same formula, charge and spin) in kcal/mol: 0.5
HOMO in eV: -3.284

Atom charges from the Löwdin analysis, given in e for atoms 1 to 2: 0.3701 -0.0956


Formula: C12H10N3O6PdSe
Source: the OMol25 dataset
Level of theory: ωB97M-V with the def2-TZVPD basis set

The geometry in ORCA input format:
```
! RIJCOSX wB97M-V def2-TZVPD def2/J DEFGRID3
* xyz -1 3
Pd -0.127 0.688 0.322
C 3.596 -0.569 0.511
C 2.423 -1.446 0.234
N 1.192 -1.047 -0.002
C 0.426 -2.175 -0.189
C 1.213 -3.279 -0.093
N 2.468 -2.796 0.177
C 1.020 -4.750 -0.220
O -0.182 -5.164 -0.524
O 1.975 -5.487 -0.061
C -1.031 -2.048 -0.447
O -1.686 -3.097 -0.649
O -1.478 -0.875 -0.426
H 3.239 0.450 0.640
H 4.303 -0.588 -0.320
H 4.117 -0.882 1.418
H 3.260 -3.402 0.316
H -0.822 -4.358 -0.641
O -1.358 0.756 2.246
C -0.344 0.504 2.985
O 0.846 0.530 2.596
H -0.548 0.233 4.029
Se 1.114 1.985 -1.336
C 0.475 3.649 -0.625
C -0.869 3.871 -0.353
C -1.274 5.083 0.188
N -0.449 6.097 0.459
C 0.846 5.878 0.192
C 1.345 4.695 -0.330
H -1.602 3.112 -0.553
H -2.324 5.243 0.414
H 1.527 6.694 0.424
H 2.408 4.578 -0.495
*
```

## Properties
HOMO-LUMO gap (spin up / spin down) in eV: 7.9 / 6.8
<S²>: 2.006
HOMO (spin up / spin down) in eV: -5.210 / -5.162

Atom charges from the Löwdin analysis, given in e for atoms 1 to 2: 0.8156 -0.0020


E_tot list, top to bottom, in Ha: -508.5335 -1893.8797 -2519.5720 -1621.4807 -3608.4738